Record 1
ORCA calculation (the ωB97M-V functional and the def2-TZVPD basis) on a single C12H14N2 molecule.

Properties
gap between HOMO and LUMO: 7.604 eV
E: -574.96409 a.u.
structure (SMILES): CCCCc1cccc2nccnc12
energy above the lowest of the compared OMol25 structures with the same formula, charge and spin: 6.450 eV
HOMO level: -0.309 Ha

ORCA input file:
```
! wB97M-V def2-TZVPD RIJCOSX def2/J DEFGRID3
* xyz 0 1
C -1.345 -3.745 -1.281
C -0.606 -2.570 -2.146
C -0.673 -1.131 -1.431
C 0.777 -0.398 -1.302
C 0.891 0.218 0.191
C 1.542 -0.609 1.316
C 1.652 -0.017 2.760
C 1.087 1.393 3.015
C 0.410 2.259 1.877
N -0.081 3.555 2.257
C -0.631 4.234 1.133
C -0.712 3.644 -0.301
N -0.235 2.359 -0.688
C 0.316 1.674 0.449
H -0.925 -4.780 -1.541
H -1.166 -3.502 -0.171
H -2.474 -3.797 -1.531
H -1.154 -2.572 -3.168
H 0.473 -2.909 -2.367
H -1.129 -1.287 -0.394
H -1.411 -0.492 -2.042
H 1.618 -1.157 -1.521
H 0.789 0.427 -2.109
H 1.970 -1.641 1.106
H 2.153 -0.580 3.619
H 1.150 1.860 4.068
H -1.083 5.275 1.317
H -1.206 4.288 -1.114
*
```

Record 2
ORCA calculation (the ωB97M-V functional and the def2-TZVPD basis) on 3 unconnected molecules or ions with the total composition C22H46Br2FNO9P2.

Properties
gap between HOMO and LUMO: 9.829 eV
E: -7528.49906 a.u.
structure (SMILES): C[C@@H](Br)[C@@H](Br)[C@@H]1NC(=O)C[C@H]1CCCF.CCOP(=O)(OCC)OCC.CCOP(=O)(OCC)OCC
HOMO level: -0.350 Ha

ORCA input file:
```
! wB97M-V def2-TZVPD RIJCOSX def2/J DEFGRID3
* xyz 0 1
C 6.443 -5.635 0.676
C 5.643 -6.011 1.935
Br 5.743 -4.633 3.319
C 4.219 -6.479 1.633
Br 3.507 -7.265 3.282
C 3.285 -5.427 0.974
N 3.884 -4.063 0.811
C 2.859 -3.110 0.597
O 3.010 -1.952 0.299
C 1.537 -3.875 0.760
C 1.926 -5.105 1.598
C 0.807 -6.155 1.590
C 0.107 -6.409 0.250
C 1.010 -6.977 -0.841
F 1.942 -7.850 -0.305
H 7.443 -6.058 0.695
H 6.578 -4.554 0.689
H 5.912 -5.888 -0.241
H 6.151 -6.862 2.380
H 4.310 -7.307 0.935
H 3.236 -5.764 -0.062
H 4.353 -4.085 -0.091
H 0.740 -3.364 1.297
H 1.264 -4.078 -0.277
H 2.066 -4.695 2.599
H 1.110 -7.116 1.991
H 0.034 -5.776 2.263
H -0.392 -5.519 -0.136
H -0.692 -7.137 0.410
H 0.435 -7.471 -1.623
H 1.525 -6.146 -1.332
C -4.415 0.220 -3.299
C -5.212 0.772 -2.130
O -4.836 0.188 -0.879
P -3.396 0.563 -0.237
O -3.474 1.974 0.205
O -3.525 -0.264 1.165
C -3.415 0.398 2.424
C -4.775 0.819 2.949
O -2.562 -0.650 -0.931
C -1.122 -0.517 -1.035
C -0.442 -0.451 0.317
H -3.366 0.520 -3.241
H -4.818 0.590 -4.242
H -4.443 -0.870 -3.303
H -5.110 1.860 -2.073
H -6.269 0.545 -2.267
H -2.739 1.251 2.357
H -2.960 -0.312 3.117
H -5.368 1.305 2.175
H -4.669 1.505 3.791
H -5.341 -0.052 3.282
H -0.884 0.369 -1.628
H -0.772 -1.387 -1.589
H -0.712 0.469 0.843
H 0.643 -0.472 0.205
H -0.751 -1.280 0.953
C -3.268 5.362 0.151
C -2.197 4.393 -0.315
O -1.264 5.005 -1.229
P -0.216 6.096 -0.668
O 0.765 5.374 0.173
O 0.636 6.401 -2.031
C 2.047 6.203 -2.077
C 2.395 4.817 -2.584
O -1.160 7.405 -0.927
C -0.873 8.608 -0.179
C 0.493 9.185 -0.502
H -2.845 6.151 0.780
H -4.023 4.836 0.734
H -3.746 5.847 -0.700
H -1.657 3.973 0.537
H -2.657 3.578 -0.846
H 2.497 6.389 -1.102
H 2.450 6.954 -2.761
H 1.796 4.051 -2.093
H 3.450 4.596 -2.415
H 2.194 4.740 -3.654
H -0.959 8.399 0.890
H -1.650 9.325 -0.438
H 1.293 8.526 -0.154
H 0.623 10.152 -0.014
H 0.617 9.305 -1.577
*
```

Record 3
ORCA calculation (the ωB97M-V functional and the def2-TZVPD basis) on 19 unconnected molecules or ions with the total composition C63H114O31.

Properties
gap between HOMO and LUMO: 8.706 eV
E: -4801.14605 a.u.
energy above the lowest of the compared OMol25 structures with the same formula, charge and spin: 5.423 eV
HOMO level: -0.320 Ha

ORCA input file:
```
! wB97M-V def2-TZVPD RIJCOSX def2/J DEFGRID3
* xyz 0 1
C -2.129 -26.247 -36.283
C -2.182 -25.712 -34.869
C -2.121 -26.800 -33.788
O -1.229 -26.264 -32.878
C -0.511 -25.285 -33.421
O 0.458 -24.819 -32.961
O -0.978 -25.089 -34.622
H -1.796 -25.428 -36.920
H -2.888 -26.872 -36.754
H -1.253 -26.890 -36.364
H -2.857 -24.897 -34.606
H -1.720 -27.741 -34.162
H -3.095 -26.935 -33.318
C 8.614 -24.813 -31.658
C 9.374 -23.627 -31.025
C 8.466 -22.396 -30.903
O 8.981 -21.715 -29.750
C 9.570 -22.571 -28.951
O 9.832 -22.387 -27.789
O 9.619 -23.782 -29.674
H 7.576 -24.698 -31.346
H 8.973 -25.840 -31.602
H 8.517 -24.724 -32.740
H 10.251 -23.511 -31.662
H 7.463 -22.639 -30.555
H 8.536 -21.804 -31.816
C 4.140 -21.747 -27.500
C 5.075 -22.992 -27.370
C 4.415 -24.180 -26.808
O 4.784 -25.189 -27.693
C 5.330 -24.714 -28.775
O 5.561 -25.334 -29.843
O 5.693 -23.432 -28.495
H 3.750 -21.391 -26.546
H 3.234 -22.038 -28.033
H 4.531 -20.880 -28.033
H 5.909 -22.748 -26.712
H 3.340 -24.005 -26.846
H 4.723 -24.434 -25.794
C 4.502 -22.460 -32.151
C 3.383 -21.346 -31.991
C 2.103 -21.675 -31.319
O 1.848 -20.571 -30.499
C 2.949 -20.019 -30.197
O 3.034 -19.145 -29.326
O 3.989 -20.509 -31.011
H 5.494 -22.052 -32.342
H 4.324 -23.157 -32.970
H 4.537 -23.116 -31.281
H 3.256 -20.819 -32.936
H 2.334 -22.607 -30.802
H 1.282 -21.841 -32.017
C 1.608 -28.293 -36.186
C 2.636 -28.469 -35.078
C 2.576 -27.482 -33.969
O 1.944 -28.132 -32.942
C 1.971 -29.485 -33.212
O 1.787 -30.394 -32.389
O 2.490 -29.650 -34.423
H 0.692 -28.697 -35.755
H 1.779 -28.872 -37.093
H 1.563 -27.232 -36.432
H 3.626 -28.640 -35.502
H 2.039 -26.565 -34.215
H 3.553 -27.240 -33.551
C 3.928 -17.890 -37.635
C 5.104 -18.866 -37.758
C 4.931 -19.743 -39.035
O 6.050 -19.519 -39.827
C 6.818 -18.559 -39.238
O 7.953 -18.272 -39.593
O 6.097 -18.021 -38.194
H 3.770 -17.499 -38.640
H 4.190 -16.946 -37.156
H 3.009 -18.262 -37.182
H 5.348 -19.393 -36.836
H 4.106 -19.474 -39.694
H 4.730 -20.787 -38.797
C -2.231 -21.331 -29.640
C -2.480 -22.751 -29.786
O -3.516 -23.371 -29.394
C -1.299 -23.566 -30.269
H -2.520 -20.844 -28.709
H -2.472 -20.921 -30.621
H -1.175 -21.061 -29.610
H -1.153 -23.390 -31.335
H -1.546 -24.601 -30.031
H -0.532 -23.222 -29.575
C 12.949 -19.174 -33.102
C 11.435 -19.465 -32.991
O 10.670 -19.423 -33.913
C 11.062 -20.183 -31.757
H 13.107 -18.533 -32.235
H 13.188 -18.615 -34.006
H 13.370 -20.177 -33.177
H 10.223 -20.849 -31.959
H 10.751 -19.463 -30.999
H 11.874 -20.839 -31.444
C 0.431 -16.582 -30.947
C 1.293 -17.153 -32.031
O 2.471 -16.741 -32.187
C 0.673 -18.174 -33.018
H -0.275 -15.970 -31.509
H 0.944 -16.018 -30.168
H -0.060 -17.382 -30.392
H 0.007 -18.901 -32.554
H 1.498 -18.734 -33.459
H 0.167 -17.637 -33.821
C 0.679 -23.472 -25.048
C 0.505 -21.990 -24.822
O 1.193 -21.197 -25.449
C -0.779 -21.575 -24.064
H 0.355 -24.034 -24.172
H 1.709 -23.747 -25.279
H 0.029 -23.663 -25.902
H -1.333 -22.513 -24.043
H -1.079 -20.660 -24.575
H -0.572 -20.971 -23.180
C 2.151 -23.084 -37.354
C 1.943 -21.832 -36.389
O 0.783 -21.481 -36.211
C 3.193 -21.145 -35.751
H 1.443 -23.894 -37.180
H 3.128 -23.524 -37.155
H 2.195 -22.853 -38.419
H 4.010 -21.165 -36.471
H 3.548 -21.536 -34.798
H 2.784 -20.136 -35.682
C -4.014 -21.734 -33.479
C -2.560 -21.786 -33.965
O -1.617 -21.727 -33.202
C -2.382 -21.926 -35.498
H -4.605 -21.483 -34.360
H -4.204 -20.894 -32.811
H -4.274 -22.667 -32.978
H -2.246 -20.997 -36.052
H -3.277 -22.401 -35.901
H -1.514 -22.553 -35.700
C 7.758 -16.251 -28.097
C 7.107 -17.561 -28.479
O 7.539 -18.645 -28.065
C 5.919 -17.628 -29.402
H 7.603 -16.025 -27.042
H 7.182 -15.464 -28.585
H 8.797 -16.317 -28.421
H 6.186 -17.103 -30.320
H 5.125 -17.180 -28.805
H 5.708 -18.687 -29.554
C 2.817 -18.717 -23.843
C 2.807 -19.389 -22.419
O 1.751 -19.924 -22.058
C 4.035 -19.447 -21.616
H 3.090 -17.672 -23.694
H 1.817 -18.667 -24.273
H 3.647 -18.999 -24.492
H 4.958 -19.839 -22.043
H 3.788 -20.129 -20.803
H 4.231 -18.544 -21.038
C 9.408 -21.583 -35.381
C 8.873 -22.965 -35.689
O 7.818 -23.375 -35.129
C 9.665 -23.950 -36.500
H 9.658 -21.409 -34.335
H 8.669 -20.848 -35.702
H 10.290 -21.275 -35.942
H 9.202 -24.925 -36.655
H 10.525 -24.223 -35.888
H 10.020 -23.459 -37.406
C 5.491 -24.991 -36.101
C 5.395 -25.356 -37.582
O 4.336 -25.669 -38.102
C 6.759 -25.222 -38.350
H 4.680 -25.247 -35.419
H 5.781 -23.943 -36.025
H 6.420 -25.406 -35.709
H 7.324 -24.424 -37.868
H 6.561 -24.815 -39.341
H 7.323 -26.155 -38.376
C 6.693 -19.413 -33.289
C 7.631 -18.232 -33.324
O 7.946 -17.685 -32.272
C 8.025 -17.573 -34.514
H 6.323 -19.753 -34.256
H 5.902 -19.320 -32.546
H 7.371 -20.214 -32.995
H 7.184 -16.996 -34.898
H 8.449 -18.308 -35.198
H 8.807 -16.826 -34.375
C -2.996 -15.788 -25.947
C -2.662 -17.199 -26.399
O -3.436 -17.835 -27.197
C -1.365 -17.814 -25.964
H -3.047 -15.764 -24.859
H -4.005 -15.527 -26.267
H -2.251 -15.033 -26.198
H -0.444 -17.448 -26.419
H -1.362 -18.883 -26.177
H -1.291 -17.601 -24.898
C 2.998 -27.499 -29.501
C 2.613 -28.632 -28.524
O 1.620 -28.621 -27.850
C 3.481 -29.865 -28.639
H 4.029 -27.302 -29.207
H 2.299 -26.668 -29.407
H 3.039 -27.738 -30.564
H 3.213 -30.461 -27.767
H 4.518 -29.540 -28.548
H 3.394 -30.244 -29.657
*
```

Record 4
ORCA calculation (the ωB97M-V functional and the def2-TZVPD basis) on a molecular structure, C40H53BIrN6O4Te.

Properties
gap between HOMO and LUMO (alpha / beta): 5.891 / 5.910 eV
E: -2582.57627 a.u.
energy above the lowest of the compared OMol25 structures with the same formula, charge and spin: 1.993 eV
HOMO level (alpha / beta): -0.373 / -0.373 Ha

ORCA input file:
```
! wB97M-V def2-TZVPD RIJCOSX def2/J DEFGRID3
* xyz 1 1
Ir 0.297 -0.237 0.091
C -0.116 -1.040 5.468
C 0.364 -1.388 4.099
C 1.254 -2.377 3.724
C 1.334 -2.340 2.327
N 0.559 -1.328 1.901
N -0.054 -0.781 2.979
B -1.155 0.256 2.803
N -2.130 -0.273 1.732
N -1.787 -0.340 0.420
C -2.858 -0.728 -0.285
C -3.919 -0.893 0.614
C -3.424 -0.608 1.870
C -4.131 -0.668 3.183
C -2.956 -0.912 -1.789
C -4.128 -0.047 -2.278
C -3.237 -2.393 -2.085
C -1.693 -0.493 -2.547
N -0.572 1.577 2.312
N -0.145 1.692 1.035
C 0.035 2.995 0.774
C -0.237 3.713 1.945
C -0.624 2.785 2.893
C -1.042 3.013 4.309
C 0.414 3.576 -0.574
C 1.929 3.545 -0.745
C -0.237 2.755 -1.693
C -0.069 5.027 -0.658
C 2.037 -3.388 1.481
C 1.517 -4.759 1.950
C 1.719 -3.251 -0.007
C 3.549 -3.347 1.737
H 0.406 -1.653 6.200
H 0.065 0.010 5.704
H -1.187 -1.217 5.571
H 1.755 -3.069 4.382
H -1.741 0.426 3.826
H -4.929 -1.190 0.380
H -5.160 -0.977 3.021
H -3.652 -1.384 3.852
H -4.133 0.303 3.681
H -5.083 -0.437 -1.919
H -4.025 0.982 -1.925
H -4.157 -0.038 -3.370
H -4.122 -2.746 -1.552
H -3.407 -2.525 -3.155
H -2.385 -3.014 -1.796
H -1.624 0.593 -2.629
H -0.796 -0.884 -2.071
H -1.701 -0.917 -3.552
H -0.190 4.781 2.081
H -0.916 4.065 4.558
H -2.090 2.748 4.462
H -0.443 2.418 4.999
H 2.262 2.521 -0.652
H 2.212 3.919 -1.733
H 2.425 4.146 0.020
H 0.100 1.712 -1.652
H -1.326 2.767 -1.597
H 0.032 3.161 -2.670
H 0.479 5.666 0.036
H 0.100 5.405 -1.667
H -1.136 5.103 -0.438
H 0.434 -4.831 1.829
H 1.983 -5.545 1.353
H 1.760 -4.946 2.996
H 0.642 -3.150 -0.173
H 2.215 -2.398 -0.467
H 2.059 -4.138 -0.542
H 3.766 -3.579 2.782
H 4.052 -4.088 1.112
H 3.975 -2.373 1.512
O 1.125 -2.269 -2.957
C 1.674 -1.215 -2.723
O 1.641 -0.588 -1.550
C 2.493 -0.484 -3.747
C 3.105 -1.192 -4.764
C 3.888 -0.547 -5.727
C 4.004 0.815 -5.626
O 4.690 1.670 -6.438
C 4.540 2.974 -5.876
O 3.657 2.865 -4.755
C 3.382 1.529 -4.616
C 2.625 0.914 -3.657
H 2.958 -2.263 -4.805
H 4.379 -1.097 -6.519
H 4.115 3.648 -6.618
H 5.510 3.345 -5.544
H 2.125 1.476 -2.879
C 4.461 1.586 -0.053
Te 2.977 0.245 0.708
C 2.991 1.461 2.455
C 4.237 2.305 2.357
C 4.699 3.027 3.456
C 5.854 3.783 3.362
C 6.559 3.831 2.164
C 6.102 3.125 1.065
C 4.941 2.359 1.154
H 4.078 2.234 -0.837
H 5.245 0.967 -0.485
H 2.991 0.814 3.334
H 2.086 2.071 2.485
H 4.150 2.985 4.390
H 6.219 4.323 4.227
H 7.470 4.412 2.093
H 6.653 3.151 0.131
*
```

Record 5
ORCA calculation (the ωB97M-V functional and the def2-TZVPD basis) on a molecular structure, C15H19BN8OPd.

Properties
gap between HOMO and LUMO (alpha / beta): 6.824 / 6.385 eV
E: -1248.80302 a.u.
energy above the lowest of the compared OMol25 structures with the same formula, charge and spin: 0.352 eV
HOMO level (alpha / beta): -0.448 / -0.448 Ha

ORCA input file:
```
! wB97M-V def2-TZVPD RIJCOSX def2/J DEFGRID3
* xyz 1 2
Pd 1.152 -0.932 -0.656
C 2.153 2.139 2.039
C 2.526 1.014 1.312
N 1.433 0.355 0.938
N 0.347 1.033 1.375
C 0.772 2.121 2.038
B -1.081 0.594 0.917
N -1.171 0.897 -0.604
C -1.837 1.861 -1.256
C -1.412 1.886 -2.570
C -0.449 0.890 -2.655
N -0.325 0.288 -1.470
N -1.194 -0.945 1.077
C -1.896 -1.676 1.952
C -1.522 -3.001 1.817
C -0.553 -2.999 0.819
N -0.384 -1.751 0.377
N -2.159 1.251 1.721
C -2.200 1.535 3.055
C -3.497 1.816 3.383
C -4.205 1.658 2.173
N -3.408 1.305 1.186
H 2.797 2.869 2.497
H 3.500 0.651 1.029
H 0.070 2.821 2.456
H -2.588 2.434 -0.742
H -1.763 2.525 -3.360
H 0.134 0.575 -3.500
H -2.629 -1.209 2.590
H -1.913 -3.851 2.346
H -0.004 -3.820 0.385
H -1.322 1.488 3.676
H -3.881 2.095 4.349
H -5.260 1.788 1.989
C 2.640 -2.693 -2.154
C 3.239 -1.308 -2.398
C 2.892 -0.782 -3.779
O 2.824 -0.429 -1.362
H 3.062 -3.439 -2.827
H 1.554 -2.696 -2.354
H 2.829 -3.025 -1.130
H 4.328 -1.340 -2.294
H 1.811 -0.708 -3.895
H 3.249 -1.473 -4.543
H 3.342 0.193 -3.953
*
```

Record 6
ORCA calculation (the ωB97M-V functional and the def2-TZVPD basis) on 2 unconnected molecules or ions with the total composition CH5FN2.

Properties
gap between HOMO and LUMO (alpha / beta): 8.760 / 9.148 eV
E: -250.29435 a.u.
energy above the lowest of the compared OMol25 structures with the same formula, charge and spin: 4.570 eV
HOMO level (alpha / beta): -0.293 / -0.301 Ha

ORCA input file:
```
! wB97M-V def2-TZVPD RIJCOSX def2/J DEFGRID3
* xyz 0 1
C 1.610 -0.497 -0.086
N -1.480 0.715 -0.166
N -1.070 -0.533 0.036
F 1.608 0.834 0.106
H 1.943 -1.201 0.779
H 1.257 -0.919 -1.002
H -1.792 1.205 0.669
H -1.712 0.905 -1.093
H -0.364 -0.510 0.758
*
```

Q: Which formula does entry 6 have?
A: CH5FN2